# 1
{
  "formula": "C3H6S2",
  "method": "wB97M-V/def2-TZVPD",
  "elements": ["C", "C", "C", "H", "H", "H", "H", "H", "H", "S", "S"],
  "positions_angstrom": [[0.60, 1.29, -0.23], [0.76, -0.14, 0.03], [-0.46, -0.76, 0.67], [0.77, 1.86, 0.74], [-0.41, 1.57, -0.65], [1.35, 1.60, -0.94], [-0.89, -0.26, 1.59], [-0.22, -1.86, 0.87], [-1.57, -1.56, -1.38], [2.04, -1.08, -0.31], [-1.97, -0.65, -0.38]],
  "homo_lumo_gap_ev": 8.5,
  "relative_energy_kcal_mol": 19.0,
  "charge": 0,
  "max_force_ev_per_a": 2.1,
  "smiles": "CC(=S)CS"
}


# 2
{
  "formula": "C3H6S3Si",
  "method": "wB97M-V/def2-TZVPD",
  "elements": ["C", "C", "C", "Si", "S", "S", "S", "H", "H", "H", "H", "H", "H"],
  "positions_angstrom": [[-0.55, 1.39, 0.09], [-0.41, -1.27, 0.65], [-0.89, -0.13, -0.20], [2.13, -0.04, -0.44], [1.22, 1.73, 0.13], [1.39, -1.72, 0.68], [-0.81, -0.37, -2.05], [-0.93, 1.97, -0.78], [-0.92, 1.89, 1.06], [-0.58, -0.99, 1.68], [-0.99, -2.16, 0.52], [-1.98, -0.20, -0.21], [3.32, -0.11, -1.13]],
  "homo_lumo_gap_ev": [6.3, 6.3],
  "relative_energy_kcal_mol": 55.9,
  "charge": 0,
  "max_force_ev_per_a": 4.8
}


# 3
{
  "formula": "C3H6Si",
  "method": "wB97M-V/def2-TZVPD",
  "elements": ["C", "C", "C", "Si", "H", "H", "H", "H", "H", "H"],
  "positions_angstrom": [[0.31, 0.24, -1.63], [1.42, -0.18, 0.46], [1.96, -0.31, 1.65], [-1.32, 0.41, -0.84], [0.91, -0.57, -2.09], [3.01, 0.18, 1.55], [1.76, -0.69, 2.54], [-1.87, 0.75, -2.07], [-1.66, 1.43, 0.13], [-1.91, -0.74, -0.36]],
  "homo_lumo_gap_ev": 7.0,
  "relative_energy_kcal_mol": 163.8,
  "charge": 0,
  "max_force_ev_per_a": 7.1
}


# 4
{
  "formula": "C3H7AlF4NO3",
  "method": "wB97M-V/def2-TZVPD",
  "elements": ["C", "C", "N", "O", "C", "O", "O", "H", "H", "H", "H", "H", "H", "H", "F", "Al", "F", "F", "F"],
  "positions_angstrom": [[-1.67, -0.91, -1.11], [-1.94, -0.93, 0.41], [-1.13, 0.07, 1.08], [-0.20, -0.44, 2.02], [0.83, -1.05, 1.34], [1.60, -0.53, 0.60], [0.85, -2.38, 1.61], [-0.84, -0.25, -1.30], [-2.53, -0.57, -1.66], [-1.36, -1.89, -1.44], [-2.99, -0.74, 0.56], [-1.74, -1.92, 0.79], [-1.67, 0.80, 1.52], [0.23, -2.52, 2.33], [3.38, 2.21, 0.05], [2.52, 2.65, -1.35], [2.32, 4.34, -1.38], [0.98, 1.91, -1.35], [3.38, 2.16, -2.73]],
  "homo_lumo_gap_ev": 9.3,
  "charge": -1,
  "max_force_ev_per_a": 2.1
}


# 5
{
  "formula": "C3H7AlNO9P2",
  "method": "wB97M-V/def2-TZVPD",
  "elements": ["Al", "P", "O", "O", "O", "O", "P", "O", "O", "O", "O", "C", "O", "N", "C", "C", "H", "H", "H", "H", "H", "H", "H"],
  "positions_angstrom": [[1.21, -0.26, 1.10], [0.64, -2.37, 4.02], [1.13, -2.66, 2.57], [-0.84, -2.53, 4.48], [0.40, -0.89, 3.76], [1.62, -2.31, 5.14], [3.93, 1.15, 3.02], [3.98, 2.71, 2.82], [4.43, 0.66, 4.39], [3.95, 0.23, 1.82], [2.43, 1.07, 3.32], [-0.45, 0.85, -2.60], [0.00, 0.58, -1.45], [-1.68, 0.50, -3.00], [-2.63, -0.28, -2.12], [-2.22, 0.80, -4.29], [-0.03, 1.36, -3.48], [-2.09, -0.84, -1.35], [-3.22, -1.03, -2.65], [-3.30, 0.40, -1.59], [-3.29, 0.99, -4.20], [-1.85, 1.78, -4.61], [-2.13, 0.10, -5.11]],
  "multiplicity": 2,
  "homo_lumo_gap_ev": [5.0, 3.8],
  "charge": -4,
  "max_force_ev_per_a": 6.1
}


# 6
{
  "formula": "C3H7AuFO2",
  "method": "wB97M-V/def2-TZVPD",
  "elements": ["O", "C", "C", "O", "C", "Au", "H", "H", "H", "H", "H", "H", "H", "F"],
  "positions_angstrom": [[0.15, 1.84, 0.00], [-1.19, 1.52, -0.12], [-1.52, 0.17, 0.49], [-0.53, -0.79, 0.04], [-0.45, -1.98, 0.66], [1.39, 0.66, -0.04], [-1.52, 1.51, -1.17], [-1.83, 2.25, 0.41], [-2.50, -0.20, 0.16], [-1.47, 0.21, 1.59], [0.05, -2.74, 0.05], [-1.25, -2.24, 1.35], [1.65, -0.34, 2.09], [2.05, -0.50, 1.16]],
  "multiplicity": 4,
  "homo_lumo_gap_ev": [6.7, 7.0],
  "relative_energy_kcal_mol": 7.5,
  "charge": 2,
  "max_force_ev_per_a": 10.1
}


# 7
{
  "formula": "C3H7BBrF3O3SSi",
  "method": "wB97M-V/def2-TZVPD",
  "elements": ["C", "C", "B", "O", "Si", "Br", "S", "O", "O", "C", "F", "F", "F", "H", "H", "H", "H", "H", "H", "H"],
  "positions_angstrom": [[-0.32, 2.39, -0.85], [-0.47, 1.22, -1.89], [-0.43, -0.22, -1.25], [-1.60, -0.99, -1.26], [1.21, -1.04, -0.45], [1.39, -3.13, -1.29], [1.08, -1.30, 1.74], [1.22, -2.69, 2.07], [2.17, -0.55, 2.31], [-0.53, -0.74, 2.47], [-0.37, -0.76, 3.77], [-1.53, -1.52, 2.15], [-0.85, 0.50, 2.12], [-1.22, 3.01, -0.91], [0.50, 3.06, -1.13], [-0.16, 2.07, 0.18], [0.38, 1.29, -2.58], [-1.42, 1.32, -2.41], [-1.49, -1.61, -2.00], [2.43, -0.28, -0.79]],
  "homo_lumo_gap_ev": 9.2,
  "relative_energy_kcal_mol": 9.0,
  "charge": 0,
  "max_force_ev_per_a": 2.6,
  "smiles": "CCB(O)[Si@H](Br)S(=O)(=O)C(F)(F)F"
}


# 8
{
  "formula": "C3H7BN2O2",
  "method": "wB97M-V/def2-TZVPD",
  "elements": ["B", "C", "C", "C", "N", "N", "O", "O", "H", "H", "H", "H", "H", "H", "H"],
  "positions_angstrom": [[1.30, -0.41, 0.15], [-1.13, -1.53, -0.09], [-0.97, 1.21, -0.11], [0.11, -1.14, -0.52], [-2.15, -0.79, 0.36], [-2.05, 0.50, 0.18], [1.33, -0.28, 1.52], [2.35, -0.04, -0.64], [-1.49, -2.52, -0.34], [-0.03, 1.03, 0.34], [-1.14, 2.18, -0.56], [0.50, -1.83, -1.27], [-2.96, 0.94, 0.06], [2.12, 0.08, 1.91], [3.12, 0.32, -0.20]],
  "homo_lumo_gap_ev": 8.3,
  "relative_energy_kcal_mol": 35.5,
  "charge": 0,
  "max_force_ev_per_a": 1.0
}


# 9
{
  "formula": "C3H7BO2",
  "method": "wB97M-V/def2-TZVPD",
  "elements": ["B", "C", "C", "C", "O", "O", "H", "H", "H", "H", "H", "H", "H"],
  "positions_angstrom": [[-0.55, 0.12, 1.50], [-0.37, -0.43, -0.08], [0.27, 0.37, -0.88], [0.80, -0.20, -2.29], [0.48, 0.71, 2.10], [-1.60, -0.21, 2.24], [-0.90, -1.23, -0.46], [0.83, 1.23, -0.55], [0.24, -1.18, -2.47], [1.93, -0.28, -2.19], [0.53, 0.32, -3.15], [0.18, 0.81, 3.03], [-1.83, -0.02, 3.18]],
  "homo_lumo_gap_ev": 10.0,
  "relative_energy_kcal_mol": 13.8,
  "charge": 0,
  "max_force_ev_per_a": 5.1,
  "smiles": "C/C=C/B(O)O"
}


# 10
{
  "formula": "C3H7BO2",
  "method": "wB97M-V/def2-TZVPD",
  "elements": ["B", "C", "C", "C", "O", "O", "H", "H", "H", "H", "H", "H", "H"],
  "positions_angstrom": [[0.52, 0.13, -0.38], [-0.88, 0.22, 1.37], [-1.55, -0.63, 0.29], [1.88, 0.28, -1.19], [0.18, 0.87, 0.73], [-0.44, -0.83, -0.63], [-1.55, 1.04, 1.70], [-0.27, -0.26, 2.18], [-2.03, -1.49, 0.70], [-2.33, -0.21, -0.40], [2.51, -0.59, -1.08], [2.41, 1.19, -1.02], [1.55, 0.29, -2.28]],
  "homo_lumo_gap_ev": 11.1,
  "relative_energy_kcal_mol": 0.0,
  "charge": 0,
  "max_force_ev_per_a": 2.8,
  "smiles": "CB1OCCO1"
}


# 11
{
  "formula": "C3H7BO3",
  "method": "wB97M-V/def2-TZVPD",
  "elements": ["B", "C", "C", "C", "O", "O", "O", "H", "H", "H", "H", "H", "H", "H"],
  "positions_angstrom": [[0.85, 0.62, -1.23], [-1.45, 0.68, 0.33], [0.10, 0.25, 0.14], [-0.14, -1.30, 1.82], [1.77, -0.18, -1.66], [0.27, 1.60, -2.00], [0.70, -0.49, 1.00], [-2.11, 0.46, 1.08], [-1.92, 0.99, -0.66], [0.12, -2.33, 1.94], [-1.14, -1.29, 1.44], [-0.16, -1.05, 2.99], [2.47, 0.10, -2.32], [0.63, 1.95, -2.87]],
  "homo_lumo_gap_ev": 8.0,
  "relative_energy_kcal_mol": 79.3,
  "charge": 0,
  "max_force_ev_per_a": 8.8,
  "smiles": "C=C(OC)B(O)O"
}


# 12
{
  "formula": "C3H7BiMgO3",
  "method": "wB97M-V/def2-TZVPD",
  "elements": ["O", "C", "C", "O", "C", "Mg", "H", "H", "H", "H", "H", "H", "Bi", "O", "H"],
  "positions_angstrom": [[1.13, -1.82, -1.14], [1.97, -1.35, -0.14], [1.17, -0.73, 1.00], [0.20, 0.15, 0.40], [-0.49, 0.99, 1.23], [-0.40, -0.72, -1.49], [2.68, -0.58, -0.52], [2.59, -2.15, 0.31], [1.81, -0.15, 1.68], [0.62, -1.49, 1.57], [-3.55, 2.61, -1.20], [0.05, 1.35, 2.11], [-2.57, 0.73, -2.81], [-3.62, 2.16, -2.10], [-1.57, 1.03, 1.10]],
  "multiplicity": 2,
  "homo_lumo_gap_ev": [5.0, 5.8],
  "charge": 1,
  "max_force_ev_per_a": 4.5
}


# 13
{
  "formula": "C3H7Br3N",
  "method": "wB97M-V/def2-TZVPD",
  "elements": ["C", "C", "C", "N", "Br", "Br", "Br", "H", "H", "H", "H", "H", "H", "H"],
  "positions_angstrom": [[-1.39, -2.52, 0.21], [-1.27, -1.09, 0.39], [-2.18, -0.12, 0.34], [1.14, 2.38, -0.30], [0.43, -0.56, 1.21], [-3.93, -0.54, -0.28], [-1.89, 1.73, 0.50], [-0.50, -2.77, -0.52], [-1.06, -3.01, 1.12], [-2.35, -3.05, -0.20], [1.16, 1.73, 0.52], [1.98, 2.53, -0.78], [0.54, 1.92, -1.09], [0.75, 3.30, 0.03]],
  "homo_lumo_gap_ev": 8.7,
  "relative_energy_kcal_mol": 24.4,
  "charge": 1,
  "max_force_ev_per_a": 3.7
}


# 14
{
  "formula": "C3H7BrFO4PS2",
  "method": "wB97M-V/def2-TZVPD",
  "elements": ["C", "C", "F", "C", "S", "S", "Br", "H", "H", "H", "H", "H", "H", "H", "O", "P", "O", "O", "O"],
  "positions_angstrom": [[0.46, 1.72, 0.36], [0.13, 0.40, -0.36], [0.04, -0.67, 0.51], [-1.05, 0.48, -1.34], [-2.71, 0.87, -0.60], [-3.01, 2.90, -1.09], [-2.86, 0.71, 1.94], [-0.05, 2.57, -0.09], [0.30, 1.64, 1.44], [1.54, 1.91, 0.25], [1.01, 0.16, -0.98], [-0.83, 1.30, -2.03], [-1.05, -0.46, -1.91], [-2.00, 3.46, -0.37], [3.11, -4.45, 0.93], [2.01, -3.40, 0.85], [2.67, -2.02, 0.84], [1.09, -3.50, 2.07], [1.19, -3.62, -0.42]],
  "homo_lumo_gap_ev": 2.3,
  "charge": -2,
  "max_force_ev_per_a": 3.9
}


# 15
{
  "formula": "C3H7BrNS",
  "method": "wB97M-V/def2-TZVPD",
  "elements": ["C", "C", "C", "N", "S", "Br", "H", "H", "H", "H", "H", "H", "H"],
  "positions_angstrom": [[-0.10, -1.55, 0.22], [-0.42, -0.12, 0.51], [-2.12, -0.32, -0.50], [0.53, 1.06, -0.05], [-1.80, -2.15, -0.22], [-3.63, 0.58, 0.25], [0.58, -1.77, -0.63], [0.36, -2.13, 1.08], [-0.55, -0.06, 1.62], [-1.79, 0.08, -1.35], [1.59, 1.14, 0.30], [-0.12, 1.80, 0.17], [0.49, 0.88, -1.16]],
  "homo_lumo_gap_ev": 8.9,
  "relative_energy_kcal_mol": 56.2,
  "charge": 1,
  "max_force_ev_per_a": 6.6
}


# 16
{
  "formula": "C3H7BrOSi",
  "method": "wB97M-V/def2-TZVPD",
  "elements": ["C", "C", "C", "O", "Si", "Br", "H", "H", "H", "H", "H", "H", "H"],
  "positions_angstrom": [[-1.43, 1.00, -2.43], [1.72, 0.31, 0.34], [-0.61, -1.46, 1.03], [-0.71, 0.68, -3.31], [-0.14, 0.31, 0.40], [-0.82, 1.82, 2.01], [-2.16, 1.86, -2.62], [1.92, 1.29, -0.18], [2.04, 0.10, 1.37], [2.07, -0.65, -0.23], [0.04, -1.70, 1.96], [-1.64, -1.41, 1.45], [-0.27, -2.17, 0.20]],
  "homo_lumo_gap_ev": [7.8, 7.3],
  "relative_energy_kcal_mol": 38.4,
  "charge": 0,
  "max_force_ev_per_a": 2.2
}